Entry 1:
{"formula": "C4H6NO4P", "method": "ωB97M-V/def2-TZVPD", "total_energy_ev": -23213.8123, "homo_lumo_gap_ev": 6.37, "charge": -2, "multiplicity": 1, "de_lowest_kj_mol": 38.4, "e_homo_ev": -0.052, "smiles": "C[C@]1(O)N=C1CP(=O)([O-])[O-]", "mol_weight_g_mol": 163.069, "elements": ["C", "C", "C", "C", "N", "O", "O", "O", "O", "P", "H", "H", "H", "H", "H", "H"], "xyz": [[-0.280, 0.442, -0.603], [2.141, 0.951, -0.689], [-1.190, 0.762, 0.427], [1.019, -0.103, -0.954], [-0.049, 0.320, -1.899], [-2.477, -1.714, -0.186], [-0.585, -1.619, 1.550], [-2.892, -0.653, 2.193], [1.234, -1.405, -0.516], [-1.866, -1.035, 1.045], [2.116, 1.184, 0.327], [3.085, 0.574, -1.143], [1.899, 1.767, -1.235], [-2.035, 1.371, 0.303], [-0.551, 0.803, 1.398], [0.431, -1.645, -0.018]], "atomic_forces_ev_per_a": [[0.437, 0.114, -3.542], [0.648, -4.433, -1.476], [2.200, -1.893, 2.505], [-1.000, 1.887, 2.268], [-0.511, -0.121, 1.680], [0.548, 0.762, 0.828], [1.414, -0.566, 0.014], [1.818, -0.210, -2.089], [1.131, -0.016, -1.399], [-3.917, -0.016, 1.003], [0.688, 0.205, 1.789], [-0.052, 0.209, 0.949], [-0.943, 2.729, -1.671], [-0.836, 0.928, -0.276], [-1.468, 0.762, -1.410], [-0.156, -0.343, 0.828]]}

Entry 2:
{"formula": "C4H6NOP", "method": "ωB97M-V/def2-TZVPD", "total_energy_ev": -17062.3429, "homo_lumo_gap_ev": [6.10, 6.61], "multiplicity": 3, "s_squared": 2.0148, "de_lowest_kj_mol": 512.6, "e_homo_ev": [-5.258, -9.262], "mol_weight_g_mol": 115.072, "elements": ["C", "C", "C", "C", "N", "O", "P", "H", "H", "H", "H", "H", "H"], "xyz": [[-1.385, 0.658, -1.116], [-0.744, -0.169, -0.372], [0.964, 1.015, -0.186], [-0.902, -1.468, 0.402], [0.534, 1.969, -0.856], [-0.717, 1.914, -1.339], [2.548, 0.684, 0.434], [-2.337, 0.727, -1.536], [-0.138, -1.809, 1.178], [-1.777, -1.404, 1.088], [-0.922, -2.387, -0.281], [2.604, -0.705, 0.761], [2.274, 0.976, 1.823]], "atomic_forces_ev_per_a": [[2.191, 2.552, 0.526], [-2.200, -4.591, 1.535], [2.724, 1.151, -0.117], [0.313, -0.656, 0.035], [0.572, -0.320, 0.821], [-2.095, -0.614, -1.165], [0.714, 0.282, 1.350], [-1.582, -0.272, -0.723], [-0.087, 1.164, -1.173], [0.047, -0.130, -0.896], [-0.398, 1.359, 0.738], [-0.450, -0.052, -0.383], [0.250, 0.129, -0.548]]}

Entry 3:
{"formula": "C4H6NOS2", "method": "ωB97M-V/def2-TZVPD", "total_energy_ev": -29448.9114, "homo_lumo_gap_ev": [6.67, 6.67], "charge": -1, "multiplicity": 1, "de_lowest_kj_mol": 342.4, "e_homo_ev": [-3.679, -3.679], "mol_weight_g_mol": 148.232, "elements": ["C", "C", "C", "C", "N", "O", "S", "S", "H", "H", "H", "H", "H", "H"], "xyz": [[0.708, 0.571, -0.097], [-0.139, -0.348, 0.142], [1.946, -0.433, 2.147], [-1.252, -1.185, -0.189], [0.837, -1.044, 2.212], [0.400, -1.764, 3.131], [2.192, 0.781, 0.872], [0.656, 2.282, -2.611], [0.760, 1.286, -1.014], [2.735, -0.621, 2.773], [-0.797, -1.616, -1.119], [-2.133, -0.558, -0.261], [-1.350, -1.849, 0.717], [1.057, 3.666, -2.750]], "atomic_forces_ev_per_a": [[1.516, -0.188, 0.766], [1.229, 0.652, 2.348], [-1.353, 1.056, -2.316], [1.127, -0.514, 0.663], [-1.354, 0.855, -1.842], [-0.248, -0.898, 0.286], [-0.278, -0.192, -0.085], [0.472, 2.157, -0.871], [-0.227, 0.048, 0.181], [1.779, -0.197, 1.696], [-1.653, -0.517, 0.570], [-0.348, -0.234, -0.517], [-0.120, -0.004, -1.240], [-0.543, -2.024, 0.361]]}

Entry 4:
{"formula": "C4H6NiO2", "method": "ωB97M-V/def2-TZVPD", "total_energy_ev": -49377.9732, "homo_lumo_gap_ev": [5.93, 7.27], "multiplicity": 3, "s_squared": 2.0035, "de_lowest_kj_mol": 112.7, "e_homo_ev": [-5.515, -7.170], "mol_weight_g_mol": 144.783, "elements": ["C", "O", "H", "H", "C", "C", "H", "H", "H", "C", "O", "Ni", "H"], "xyz": [[-0.246, 0.805, 0.453], [0.581, 1.808, 0.054], [-1.207, 1.253, 0.717], [0.258, 2.670, 0.342], [-2.670, -0.932, -0.018], [-1.431, -1.441, 0.014], [-2.907, 0.121, 0.143], [-3.538, -1.569, -0.194], [-1.261, -2.501, 0.224], [-0.212, -0.598, 0.011], [0.392, -0.221, 1.269], [2.357, -0.696, 1.849], [0.547, -0.908, -0.718]], "atomic_forces_ev_per_a": [[-0.101, 0.042, 0.135], [0.738, -0.142, -0.799], [0.088, -0.762, 0.794], [-0.027, -0.343, 0.064], [0.122, -0.439, -0.084], [-0.622, 0.293, 0.951], [0.296, -0.168, -0.620], [0.242, 0.009, 0.499], [-0.138, 0.130, -0.811], [0.630, 0.568, -0.812], [-1.195, 0.563, 0.484], [0.189, 0.003, 0.025], [-0.222, 0.248, 0.174]]}

Entry 5:
{"formula": "C4H6O", "method": "ωB97M-V/def2-TZVPD", "total_energy_ev": -6287.5694, "homo_lumo_gap_ev": 11.01, "multiplicity": 1, "de_lowest_kj_mol": 419.6, "e_homo_ev": -9.983, "mol_weight_g_mol": 70.091, "elements": ["C", "C", "C", "C", "O", "H", "H", "H", "H", "H", "H"], "xyz": [[-2.428, 0.551, 0.429], [-2.784, -0.539, -0.162], [1.471, -0.528, 0.165], [1.407, 0.916, -0.126], [0.913, -1.549, -0.193], [-3.304, -1.311, -0.509], [-1.593, -0.521, -0.078], [2.293, -0.728, 0.843], [0.767, 1.185, -0.975], [2.362, 1.190, -0.185], [0.894, 1.332, 0.790]], "atomic_forces_ev_per_a": [[-0.541, -2.032, -1.180], [2.817, 5.018, 2.647], [0.751, -2.309, 0.210], [-5.609, -1.007, 0.522], [-0.769, 1.608, -0.500], [-1.833, -2.928, -1.408], [-0.329, -0.122, -0.082], [0.665, 0.133, 0.818], [0.367, -0.032, 0.051], [3.737, 1.727, -0.318], [0.744, -0.055, -0.760]]}

Entry 6:
{"formula": "C4H6O", "method": "ωB97M-V/def2-TZVPD", "total_energy_ev": -6288.4927, "homo_lumo_gap_ev": 9.84, "multiplicity": 1, "de_lowest_kj_mol": 330.5, "e_homo_ev": -9.304, "smiles": "CC#CCO", "mol_weight_g_mol": 70.091, "elements": ["C", "C", "C", "C", "H", "H", "H", "H", "H", "H", "O"], "xyz": [[-0.384, 0.784, -2.157], [0.264, 0.290, -0.896], [0.316, -0.145, 0.276], [0.571, -0.550, 1.642], [-1.681, 0.566, -2.102], [-0.124, 1.996, -2.206], [0.190, 0.082, -3.124], [0.692, 0.396, 2.287], [1.657, -1.054, 1.705], [-1.186, -0.987, 2.244], [-0.314, -1.379, 2.331]], "atomic_forces_ev_per_a": [[0.129, -0.198, -1.332], [-1.770, -1.290, 3.233], [-0.078, 1.281, -4.151], [3.666, 0.926, 1.973], [4.263, 0.741, -0.325], [-0.930, -3.363, -0.412], [-2.139, 2.594, 2.720], [0.005, -0.947, -1.042], [-2.440, 0.895, -0.212], [-0.240, -0.067, 0.070], [-0.466, -0.572, -0.522]]}

Entry 7:
{"formula": "C4H6O", "method": "ωB97M-V/def2-TZVPD", "total_energy_ev": -6290.0290, "homo_lumo_gap_ev": 10.26, "multiplicity": 1, "de_lowest_kj_mol": 182.3, "e_homo_ev": -9.973, "smiles": "C=CCC=O", "mol_weight_g_mol": 70.091, "elements": ["C", "C", "C", "C", "H", "H", "H", "H", "H", "H", "O"], "xyz": [[-1.958, -0.194, -0.282], [-0.742, 0.338, -0.214], [0.592, -0.375, 0.214], [1.869, 0.376, 0.045], [-2.907, 0.415, -0.371], [-2.057, -1.268, -0.146], [-0.674, 1.405, -0.393], [0.530, -0.523, 1.415], [0.631, -1.447, -0.215], [1.754, 1.534, 0.401], [2.962, -0.261, -0.453]], "atomic_forces_ev_per_a": [[-0.385, 0.078, 0.298], [0.815, 0.211, 0.455], [-1.640, -1.750, 1.473], [4.888, -2.214, -2.629], [1.457, -0.767, -0.242], [-0.279, 0.062, 0.062], [0.220, 0.163, 0.148], [0.069, 0.335, -2.506], [0.210, 1.787, 0.620], [1.067, -2.505, -0.958], [-6.425, 4.599, 3.279]]}

Entry 8:
{"formula": "C4H6O", "method": "ωB97M-V/def2-TZVPD", "total_energy_ev": -6291.5495, "homo_lumo_gap_ev": 10.27, "multiplicity": 1, "de_lowest_kj_mol": 35.5, "e_homo_ev": -9.142, "smiles": "C1=CCOC1", "mol_weight_g_mol": 70.091, "elements": ["C", "O", "C", "C", "C", "H", "H", "H", "H", "H", "H"], "xyz": [[-0.226, 0.834, 0.925], [0.410, -0.404, 1.197], [0.686, -1.065, -0.029], [-0.183, -0.373, -1.045], [-0.702, 0.718, -0.497], [-1.035, 0.991, 1.648], [0.486, 1.669, 1.038], [0.465, -2.133, 0.085], [1.753, -0.966, -0.290], [-0.313, -0.727, -2.063], [-1.342, 1.455, -0.968]], "atomic_forces_ev_per_a": [[-0.129, 0.260, 0.011], [0.065, -0.038, 0.089], [0.060, -0.186, -0.212], [-0.059, 0.142, 0.081], [0.059, -0.097, -0.067], [0.100, -0.076, -0.099], [-0.071, -0.074, -0.011], [0.018, 0.143, 0.005], [-0.124, -0.042, 0.033], [0.016, 0.095, 0.166], [0.066, -0.126, 0.005]]}

Entry 9:
{"formula": "C4H6O", "method": "ωB97M-V/def2-TZVPD", "total_energy_ev": -6290.6024, "homo_lumo_gap_ev": 11.13, "multiplicity": 1, "de_lowest_kj_mol": 126.9, "e_homo_ev": -10.125, "smiles": "C#CCCO", "mol_weight_g_mol": 70.091, "elements": ["O", "C", "C", "C", "C", "H", "H", "H", "H", "H", "H"], "xyz": [[1.599, 0.007, -0.684], [0.407, -0.668, -0.990], [-0.571, -0.717, 0.205], [-0.610, 0.592, 0.868], [-0.508, 1.681, 1.376], [1.348, 0.859, -0.297], [-0.107, -0.218, -1.853], [0.693, -1.688, -1.262], [-1.570, -1.009, -0.142], [-0.244, -1.475, 0.925], [-0.436, 2.635, 1.853]], "atomic_forces_ev_per_a": [[0.036, 0.186, 0.059], [-0.295, -0.245, -0.130], [0.034, -0.013, 0.038], [0.026, 0.469, 0.236], [-0.096, -0.467, -0.206], [0.151, -0.118, -0.036], [0.127, 0.006, 0.142], [-0.105, 0.129, 0.003], [0.176, 0.090, 0.054], [-0.001, 0.158, -0.047], [-0.052, -0.195, -0.111]]}

Q: What is the formula in the eighth record?
A: C4H6O